A structure of composition C38H60N3O8Rb, computed with ωB97M-V/def2-TZVPD.

Computed properties:
Frontier orbital gap, eV: 3.9322
LUMO energy, eV: 3.7
Total charge: -2
Spin multiplicity: 1
Molecular weight, g/mol: 772.38
Strongest force on any atom, eV Å⁻¹: 0.28

Element x y z (Å)
Rb1 0.74994 -0.29580 -0.52622
C1 3.09111 -1.80881 -3.25773
C2 2.85163 -0.36017 -3.61756
O1 2.78686 0.45308 -2.45239
C3 4.06504 0.84981 -1.97552
C4 3.91674 1.17506 -0.50797
O2 3.54306 0.04589 0.26630
C5 4.61902 -0.85285 0.49160
C6 4.11845 -2.03904 1.26724
O3 3.45234 -2.92959 0.39654
C7 3.03324 -4.12164 1.03163
C8 1.61276 -4.04069 1.54220
O4 0.73256 -4.13211 0.44322
C9 -0.47045 -3.40252 0.65257
C10 -1.32388 -3.45202 -0.58460
O5 -0.70258 -2.79681 -1.68836
C11 0.01884 -3.67324 -2.53228
C12 0.96160 -2.87017 -3.38851
O6 1.98083 -2.37038 -2.56173
H1 3.30440 -2.38872 -4.16451
H2 3.96002 -1.89248 -2.60634
H3 1.88397 -0.24367 -4.11440
H4 3.64183 -0.01756 -4.29078
H5 4.40056 1.74751 -2.51222
H6 4.81230 0.06975 -2.13873
H7 3.12497 1.91542 -0.36419
H8 4.85831 1.59898 -0.13348
H9 5.39312 -0.34064 1.07976
H10 5.07333 -1.18640 -0.44508
H11 3.45026 -1.70104 2.07305
H12 4.97853 -2.54567 1.72746
H13 3.70919 -4.36637 1.86240
H14 3.09755 -4.92286 0.29137
H15 1.45421 -3.10072 2.08733
H16 1.42038 -4.86057 2.25028
H17 -0.22859 -2.35942 0.86529
H18 -1.02351 -3.79356 1.51448
H19 -2.24987 -2.91586 -0.36869
H20 -1.56857 -4.48746 -0.85215
H21 -0.67907 -4.22936 -3.17605
H22 0.60133 -4.38119 -1.93860
H23 0.41371 -2.06346 -3.89585
H24 1.38686 -3.52837 -4.16060
C13 0.69073 0.89487 2.84448
C14 0.13153 -0.10929 3.86115
C15 1.29852 -0.65267 4.69392
C16 -0.82058 -1.22077 3.37855
C17 -0.83676 -2.43245 4.03477
C18 -1.87781 -3.36534 3.88494
C19 -2.99963 -2.93270 3.18931
C20 -3.05279 -1.73485 2.48455
C21 -4.46526 -1.25827 2.12555
C22 -5.08754 -1.82910 0.84337
C23 -4.65059 0.25612 2.22141
C24 -1.81726 -0.97197 2.32914
N1 -1.47465 -0.14152 1.36651
C25 -2.24432 0.06917 0.22504
C26 -2.05436 1.12168 -0.61692
N2 -1.05733 2.06519 -0.56762
C27 -1.35468 3.31162 -1.03500
C28 -2.54396 4.01952 -0.67152
C29 -2.81981 5.26114 -1.23358
C30 -1.94401 5.89117 -2.10248
C31 -0.74367 5.25071 -2.39651
C32 -0.43342 4.00391 -1.88479
C33 0.83378 3.30372 -2.32435
C34 2.06188 4.21057 -2.35145
C35 0.61612 2.64281 -3.68772
C36 -3.45601 3.50768 0.43339
C37 -3.56886 4.51922 1.57933
C38 -4.84601 3.13154 -0.08050
H25 1.38898 1.56332 3.36274
H26 -0.09488 1.48548 2.38301
H27 1.23896 0.42407 2.02873
H28 -0.47293 0.50284 4.54869
H29 1.90135 -1.35223 4.10475
H30 0.97269 -1.16819 5.59810
H31 1.94716 0.17178 4.99935
H32 -0.04713 -2.67217 4.73686
H33 -1.86384 -4.31188 4.41149
H34 -3.90731 -3.53455 3.23496
H35 -5.07971 -1.67379 2.93390
H36 -4.67180 -1.38505 -0.06218
H37 -6.16704 -1.64082 0.83159
H38 -4.93140 -2.90986 0.79727
H39 -4.14225 0.78306 1.41491
H40 -4.24883 0.62846 3.16699
H41 -5.71744 0.50372 2.17825
H42 -2.99529 -0.66357 -0.05521
H43 -2.75255 1.18226 -1.46327
H44 -3.73636 5.77245 -0.95030
H45 -2.17434 6.86424 -2.52122
H46 -0.04146 5.73621 -3.06817
H47 1.01291 2.51080 -1.60003
H48 1.96346 5.00751 -3.09450
H49 2.95230 3.63316 -2.61314
H50 2.22734 4.67990 -1.37836
H51 0.37374 3.40171 -4.43862
H52 -0.22511 1.94607 -3.63478
H53 1.50630 2.09588 -4.00288
H54 -2.99500 2.61433 0.84990
H55 -4.06709 5.43891 1.25852
H56 -2.57852 4.78615 1.95287
H57 -4.14543 4.09423 2.40687
H58 -5.33126 3.99598 -0.54539
H59 -5.48463 2.77870 0.73508
H60 -4.77945 2.33797 -0.82687
O7 6.00668 -1.00886 -4.20580
N3 6.88914 -1.35637 -3.39918
O8 6.53447 -1.45779 -2.20606



A structure of composition C38H61BGaN7O3PSTe, computed with ωB97M-V/def2-TZVPD.

Computed properties:
Frontier orbital gap, eV: 6.4841
LUMO energy, eV: -3.0
Total charge: +1
Spin multiplicity: 1
Molecular weight, g/mol: 935.13
Strongest force on any atom, eV Å⁻¹: 3.72

Element x y z (Å)
Ga1 -0.45189 -0.87002 0.28974
C1 0.48176 -4.02562 0.27249
C2 1.55709 -3.68830 -0.80234
C3 2.84766 -4.49293 -0.57241
C4 1.94627 -2.19109 -0.83323
C5 3.08466 -1.78857 -1.51460
C6 3.09848 -0.39705 -1.50120
C7 3.99406 0.36155 -2.47140
C8 5.42242 0.24706 -1.98754
C9 3.60832 1.78230 -2.89381
N1 2.13819 0.04087 -0.66413
N2 1.37113 -1.11169 -0.24787
B1 1.81833 1.49555 -0.19784
N3 0.35729 1.79354 -0.67891
N4 -0.62430 1.02893 0.06829
C10 -1.82379 1.63445 -0.22787
C11 -1.63918 2.50809 -1.30274
C12 -0.25923 2.70228 -1.40882
C13 0.27720 3.82814 -2.26367
C14 -0.00772 3.49643 -3.72612
C15 1.67238 4.29662 -1.90550
C16 -3.07436 1.71965 0.62943
C17 -3.71078 0.35328 0.95189
C18 -4.01982 2.70873 -0.06511
N5 2.09588 1.84759 1.33128
N6 1.21742 1.17743 2.30367
C19 1.17530 1.98262 3.32640
C20 2.04508 3.03981 3.18730
C21 2.63301 2.92161 1.93627
C22 3.86658 3.69902 1.63849
C23 4.72089 3.35804 0.46510
C24 3.48927 5.19622 1.71640
C25 0.30558 1.70563 4.51942
C26 0.98499 0.69381 5.47332
C27 -1.12826 1.28808 4.13682
H1 0.34985 -5.12410 0.29104
H2 -0.48078 -3.58161 0.04580
H3 0.80473 -3.73129 1.28263
H4 1.20290 -4.00847 -1.79743
H5 3.43224 -4.09688 0.27071
H6 3.55784 -4.46179 -1.42546
H7 2.63618 -5.55460 -0.38877
H8 3.79313 -2.46597 -1.98859
H9 3.83990 -0.19469 -3.43269
H10 5.63994 0.77362 -1.04820
H11 6.10308 0.59353 -2.77389
H12 5.61761 -0.80875 -1.78666
H13 4.11966 2.57057 -2.30652
H14 2.52320 1.95425 -2.86497
H15 3.93701 1.90986 -3.94342
H16 2.59396 2.29301 -0.61783
H17 -2.41104 2.96003 -1.92160
H18 -0.34808 4.71554 -2.08127
H19 0.30078 2.48349 -4.00993
H20 0.50418 4.18407 -4.40324
H21 -1.08184 3.65384 -3.94795
H22 2.23151 3.50920 -1.38999
H23 1.60618 5.18700 -1.26186
H24 2.23073 4.57801 -2.79460
H25 -2.76556 2.15627 1.59691
H26 -3.87810 -0.30526 0.10449
H27 -4.67756 0.52909 1.48249
H28 -3.01857 -0.19887 1.64152
H29 -4.47472 2.38314 -1.01847
H30 -3.57581 3.69950 -0.17360
H31 -4.87181 2.89556 0.63511
H32 2.20972 3.84530 3.87911
H33 4.42563 3.55054 2.60587
H34 4.22151 3.69313 -0.44131
H35 4.88773 2.27117 0.39192
H36 5.70338 3.87405 0.54522
H37 2.67652 5.54623 1.07827
H38 4.36004 5.83616 1.50031
H39 3.23355 5.40482 2.74294
H40 0.21004 2.69302 5.08645
H41 1.37479 -0.13257 4.85279
H42 0.22427 0.33813 6.17166
H43 1.82722 1.14877 5.99515
H44 -1.22043 1.04252 3.06669
H45 -1.84436 2.07301 4.41850
H46 -1.38938 0.36298 4.65491
S1 0.00183 -3.13019 4.23386
C28 0.02768 -1.85922 2.99893
N7 -1.00551 -1.88196 2.13992
C29 -1.98170 -2.86801 2.51225
C30 -3.29227 -3.02120 1.94944
C31 -4.17097 -3.88471 2.58888
C32 -3.74570 -4.65782 3.68027
C33 -2.48300 -4.48871 4.22687
C34 -1.57010 -3.60389 3.62602
H47 0.78509 -1.08062 2.99098
H48 -3.52868 -2.43586 1.05916
H49 -5.19580 -3.95355 2.21882
H50 -4.46010 -5.39391 4.05108
H51 -2.18818 -4.93073 5.17113
C35 -2.52696 -4.68204 -4.36312
C36 -2.26605 -4.67037 -2.89181
O1 -1.41963 -3.48951 -2.47280
P1 -1.89079 -1.99413 -2.42726
O2 -1.71178 -1.63733 -0.92009
Te1 -0.54709 -0.57917 -3.73461
O3 -3.46635 -2.08110 -2.70172
C37 -4.30485 -0.94129 -2.75066
C38 -5.71356 -1.46164 -2.56146
H52 -3.12787 -5.56145 -4.63360
H53 -1.57856 -4.74538 -4.93096
H54 -3.07162 -3.76033 -4.65434
H55 -1.63290 -5.53126 -2.56981
H56 -3.21107 -4.63244 -2.29581
H57 -4.20980 -0.41336 -3.69560
H58 -4.03548 -0.26840 -1.88597
H59 -6.01279 -2.18781 -3.30436
H60 -6.43092 -0.64792 -2.60256
H61 -5.84541 -1.91128 -1.55454



A structure of composition C38H61BrN7NaO8P2S, computed with ωB97M-V/def2-TZVPD.

Computed properties:
Frontier orbital gap, eV: 6.1154
LUMO energy, eV: 0.1
Spin multiplicity: 1
Molecular weight, g/mol: 940.86
Strongest force on any atom, eV Å⁻¹: 3.21

Element x y z (Å)
Na1 14.19678 10.32715 13.95182
O1 15.82408 5.81604 13.31337
C1 15.52751 7.04422 13.18780
N1 15.22542 7.87998 14.14803
C2 15.32789 7.31439 15.41424
C3 14.11846 7.60961 16.31869
C4 14.41966 7.54477 17.77683
C5 13.38844 7.58161 18.64186
C6 11.98491 7.63791 18.13325
C7 11.91569 8.29891 16.71465
N2 12.98729 7.87435 15.82375
C8 15.47952 7.60788 11.81822
C9 16.07830 6.83716 10.77522
C10 16.26295 7.43584 9.54653
C11 15.91237 8.79518 9.42736
C12 15.20271 9.41919 10.43636
N3 14.91824 8.81057 11.60508
H1 16.17165 7.78139 15.92818
H2 15.40714 6.19703 15.36184
H3 15.48629 7.52367 18.05412
H4 13.50947 7.59998 19.72793
H5 11.63657 6.59255 18.01954
H6 10.99076 8.03419 16.25998
H7 16.38977 5.78764 10.98538
H8 16.77727 6.90930 8.74411
H9 16.22100 9.34935 8.53094
H10 14.98284 10.46646 10.41282
C13 11.19764 9.44985 8.37667
C14 10.98918 10.50736 9.37310
C15 10.07943 11.61558 9.27801
C16 10.06027 12.55390 10.24760
C17 10.99615 12.45052 11.30667
Br1 10.98872 13.93774 12.37344
N4 11.95132 11.56708 11.35569
C18 11.89787 10.54308 10.45067
H11 11.58394 9.84379 7.38228
H12 10.30491 8.92651 8.14296
H13 11.91956 8.66224 8.76858
H14 9.44817 11.61157 8.39438
H15 9.34068 13.40762 10.20212
H16 12.67428 9.84240 10.58470
C19 10.52891 6.38644 20.42793
C20 10.07099 7.67360 19.75496
C21 8.83804 7.44488 18.88490
O2 11.15552 8.36491 19.01679
P1 11.79297 10.22998 16.49466
O3 12.17719 10.53847 15.10440
C22 12.70081 11.01115 17.83717
P2 14.44038 11.51957 17.56439
O4 15.00510 11.15000 16.20495
O5 15.13565 10.74400 18.73217
C23 16.18137 11.32109 19.59754
C24 17.52979 11.05255 18.98174
C25 15.94878 10.64911 20.91352
O6 14.52858 13.06871 17.94719
C26 14.73780 14.33579 17.27037
C27 13.93940 14.41161 15.94588
C28 14.19408 15.39017 18.24383
O7 10.26620 10.58305 16.86975
C29 9.34848 11.13335 15.80792
C30 8.97398 9.93616 14.92712
C31 8.17568 11.74816 16.48418
H17 9.73512 5.98989 21.13428
H18 11.49488 6.58017 20.98944
H19 10.76456 5.59052 19.69369
H20 9.85374 8.46799 20.50185
H21 9.11800 6.64384 18.20996
H22 8.49848 8.35861 18.33128
H23 8.07452 7.02536 19.60092
H24 12.66638 10.26915 18.65528
H25 12.14799 11.85971 18.23600
H26 15.93890 12.35539 19.67785
H27 17.83137 10.09580 19.32526
H28 18.23511 11.82283 19.33156
H29 17.55369 11.09286 17.90107
H30 15.92621 9.58237 20.84686
H31 15.05188 10.99475 21.40500
H32 16.74734 10.96237 21.58024
H33 15.83226 14.33740 17.10464
H34 12.96209 13.99565 16.11826
H35 14.45831 13.89496 15.14764
H36 13.92883 15.48511 15.66647
H37 13.13640 15.23500 18.37573
H38 14.33167 16.34069 17.70114
H39 14.71715 15.40980 19.18678
H40 9.96820 11.87794 15.25954
H41 8.72979 9.03197 15.50791
H42 9.79382 9.74328 14.22930
H43 8.06531 10.17959 14.39060
H44 7.72276 11.15654 17.23647
H45 7.37472 11.86098 15.75026
H46 8.37924 12.73297 16.92863
S1 10.36464 6.41044 12.73153
C32 8.72187 6.66584 12.30778
N5 7.86089 5.66409 12.45083
C33 6.38879 5.76401 12.15542
C34 5.94422 7.18373 12.34556
C35 6.86885 8.07204 11.53482
N6 8.22581 7.89378 12.00427
H47 8.21462 4.74884 12.59233
H48 5.95363 5.04160 12.84510
H49 6.23438 5.39201 11.14299
H50 5.93649 7.33795 13.44036
H51 4.93735 7.39821 12.09144
H52 6.56189 9.12222 11.74641
H53 6.75623 8.01800 10.40449
H54 8.89319 8.57074 11.68367
C36 18.45945 12.48665 11.99992
N7 17.12855 13.02147 12.22236
C37 16.80688 14.26206 11.52481
C38 16.17443 12.28644 12.83150
O8 16.34626 11.13125 13.30441
H55 19.14221 12.59017 12.87106
H56 18.88623 12.93983 11.09476
H57 18.32014 11.41146 11.80248
H58 17.28413 15.10497 12.07003
H59 15.74367 14.38642 11.42491
H60 17.32499 14.20844 10.55038
H61 15.12559 12.75204 12.81787



A structure of composition C38H61Cl3GeN5O3Rh, computed with ωB97M-V/def2-TZVPD.

Computed properties:
Frontier orbital gap (alpha / beta), eV: 7.2313 / 5.7259
LUMO energy (alpha / beta), eV: -1.6 / -5.0
Total charge: +1
Spin multiplicity: 6
Molecular weight, g/mol: 917.81
Strongest force on any atom, eV Å⁻¹: 4.02

Element x y z (Å)
Rh1 -1.38580 1.10373 -0.81690
C1 -4.13631 1.80740 -2.09740
N1 -3.29237 2.10636 -0.93140
C2 -3.00994 3.57724 -1.03001
C3 -4.06330 1.76716 0.25146
C4 -3.81948 0.31388 0.63041
N2 -2.37766 0.09809 0.87839
C5 -2.06013 0.73921 2.20683
C6 -0.64434 1.01294 2.39261
C7 0.13444 0.34508 3.35780
C8 1.44228 0.69897 3.62878
C9 1.89883 1.90523 3.00726
C10 1.08859 2.68765 2.18831
C11 -0.08832 2.09596 1.66987
O1 -0.76542 2.53982 0.61870
C12 1.60136 4.03452 1.66967
C13 2.06219 4.02374 0.20983
C14 2.75383 4.63352 2.53177
C15 0.44196 5.10217 1.78344
C16 2.31902 -0.07799 4.61179
C17 3.79230 -0.05002 4.10115
C18 1.72182 -1.48361 4.71918
C19 2.27733 0.61611 5.95182
C20 -2.10662 -1.42309 0.78168
C21 -0.74452 -2.00895 0.53589
C22 -0.80791 -3.35273 0.91068
C23 0.29168 -4.14129 0.51119
C24 1.33253 -3.50351 -0.12388
C25 1.52237 -2.14121 -0.20657
C26 0.35182 -1.29842 -0.03290
O2 0.28192 -0.06332 -0.28872
C27 2.87980 -1.66531 -0.54073
C28 3.80589 -2.22463 0.57561
C29 2.99942 -0.14691 -0.57069
C30 3.44325 -2.17767 -1.88863
C31 0.17343 -5.65301 0.69624
C32 -0.61383 -6.07365 1.99794
C33 1.54591 -6.37935 0.75221
C34 -0.50135 -6.20124 -0.58589
H1 -4.64892 2.68475 -2.44192
H2 -4.87085 1.00813 -1.93749
H3 -3.49905 1.43214 -2.85712
H4 -3.89874 4.07933 -1.29669
H5 -2.20923 3.66936 -1.74102
H6 -2.62539 3.94530 -0.03826
H7 -5.07873 1.97165 0.03304
H8 -3.77544 2.47720 1.07015
H9 -4.13435 -0.36974 -0.15676
H10 -4.44521 -0.02593 1.49694
H11 -2.46548 0.07614 2.96376
H12 -2.63946 1.67335 2.18343
H13 -0.27245 -0.57863 3.73659
H14 2.91974 2.23572 3.24100
H15 2.88348 3.23907 0.00961
H16 2.57216 4.98304 0.05106
H17 1.22074 3.80658 -0.43604
H18 3.70050 4.13883 2.20811
H19 2.53196 4.67878 3.65072
H20 2.88985 5.71199 2.25717
H21 -0.50656 4.83169 1.34226
H22 0.74283 6.08120 1.34343
H23 0.18243 5.20260 2.86111
H24 3.84247 0.14066 3.01568
H25 4.32299 -0.98871 4.35633
H26 4.36414 0.71066 4.62276
H27 1.58370 -1.93697 3.72458
H28 0.72154 -1.40135 5.18521
H29 2.42821 -2.08948 5.29731
H30 2.54343 1.70682 5.94202
H31 2.89629 0.15372 6.75964
H32 1.21966 0.57912 6.36706
H33 -2.81992 -1.85483 0.09089
H34 -2.40922 -1.76707 1.77408
H35 -1.63626 -3.74702 1.44732
H36 2.14774 -4.10125 -0.58793
H37 3.26150 -2.25355 1.52910
H38 4.66977 -1.51941 0.74266
H39 4.23275 -3.29182 0.41377
H40 2.61378 0.38793 0.31866
H41 2.33990 0.20748 -1.40519
H42 3.99255 0.31316 -0.78355
H43 3.62880 -3.27218 -1.88876
H44 4.39498 -1.63291 -2.15262
H45 2.74508 -1.90876 -2.70362
H46 -0.20265 -5.55578 2.86715
H47 -0.58386 -7.15933 2.16723
H48 -1.65336 -5.73578 1.95890
H49 2.01263 -6.05448 1.68385
H50 2.12787 -6.21648 -0.12124
H51 1.42679 -7.47713 0.82103
H52 -1.56634 -5.83997 -0.63977
H53 -0.46430 -7.30064 -0.62706
H54 0.10055 -5.80649 -1.41582
Cl1 1.27397 0.22906 -4.04076
Ge1 -0.37432 1.54305 -3.06976
Cl2 -2.07335 -0.69204 -2.26259
Cl3 0.62494 3.38923 -3.60640
C35 -2.91646 0.89343 -8.07767
N3 -2.63691 1.50533 -6.76949
C36 -3.24209 2.70987 -6.26901
C37 -2.58790 2.81159 -4.84637
O3 -2.85369 3.62377 -4.01496
N4 -1.63667 1.79778 -4.77771
C38 -1.66768 1.04070 -5.91575
N5 -0.91154 -0.02531 -6.13515
H55 -2.03393 0.46863 -8.61255
H56 -3.28375 1.69582 -8.73128
H57 -3.72742 0.15951 -7.95499
H58 -4.32714 2.64204 -6.19467
H59 -2.87906 3.63176 -6.71023
H60 -0.20801 -0.18902 -5.44165
H61 -1.13869 -0.61882 -6.92857